# 1
{"formula": "C10H8F3I", "method": "ωB97M-V/def2-TZVPD", "species": ["C", "C", "C", "C", "C", "C", "C", "C", "C", "C", "F", "F", "F", "I", "H", "H", "H", "H", "H", "H", "H", "H"], "xyz": [[2.174991, 0.099770, 0.414123], [1.714162, 0.839658, 1.486909], [0.016378, -0.423815, -0.333513], [-0.513498, 0.296213, 0.750300], [1.375847, -0.565737, -0.522638], [0.385694, 0.932063, 1.588096], [-1.996654, 0.302050, 1.027050], [-1.053441, -0.962368, -1.184212], [-2.735560, 1.434563, 0.867525], [2.040613, -1.322248, -1.726535], [-0.093961, 1.605530, 2.715195], [-3.994754, 1.621203, 1.254076], [-2.232936, 2.524515, 0.245340], [-2.172769, 0.430798, -2.381235], [3.250876, -0.147115, 0.452545], [2.391617, 1.400841, 2.107215], [-1.819011, -1.103493, -0.624959], [-2.380781, -0.423032, 1.721944], [-0.856557, -1.880879, -1.850394], [2.814409, -2.059107, -1.338985], [1.128214, -1.943751, -2.236420], [2.557122, -0.655659, -2.431426]], "forces_ev_per_angstrom": [[1.5, -1.5, -0.2], [1.4, 0.1, -1.0], [-1.9, -0.8, -0.9], [-0.2, 0.6, 0.4], [2.0, 0.6, -0.5], [-2.6, 0.7, 2.0], [-0.2, 2.7, 0.6], [7.8, -3.4, -1.9], [1.4, -0.8, -0.3], [-2.1, -1.7, 0.8], [0.1, -0.5, -1.2], [1.0, 0.0, -0.4], [-1.0, -0.9, 0.7], [-2.2, 3.0, -2.7], [-0.4, 0.5, -0.5], [0.0, -0.2, 0.3], [-5.1, -1.6, 3.3], [-0.4, -0.4, -0.2], [-0.2, 1.5, 1.1], [-1.0, 0.8, -0.5], [2.7, 1.5, 0.8], [-0.5, -0.2, 0.1]], "multiplicity": 3, "orbital_gap_ev": [5.880, 5.527], "e_homo_ev": [-5.4, -9.1], "total_charge": 0, "e_lumo_ev": [0.5, -3.6]}

# 2
{"formula": "C10H8F6N4O4PdS4", "method": "ωB97M-V/def2-TZVPD", "species": ["Pd", "C", "S", "C", "S", "N", "N", "C", "C", "C", "C", "C", "C", "N", "H", "H", "H", "H", "H", "H", "H", "H", "F", "C", "F", "F", "S", "O", "O", "N", "S", "O", "O", "C", "F", "F", "F"], "xyz": [[0.822218, -0.174241, 0.177053], [4.700293, 2.227455, 2.708464], [4.548072, 0.468856, 3.056799], [3.096123, 0.008743, 2.205763], [2.186451, 1.210686, 1.317001], [2.709206, -1.214513, 2.404826], [1.565934, -1.489372, 1.730169], [0.806260, -2.444831, 2.094714], [-0.462684, -2.603467, 1.381388], [-1.340950, -3.634811, 1.668904], [-2.535594, -3.705350, 0.967488], [-2.809323, -2.745512, 0.010566], [-1.884621, -1.737236, -0.219387], [-0.739701, -1.670099, 0.450409], [5.597718, 2.530409, 3.246794], [3.852210, 2.790865, 3.087474], [4.842336, 2.421138, 1.648343], [1.065470, -3.088145, 2.930315], [-1.086823, -4.359721, 2.429579], [-3.240169, -4.500510, 1.169269], [-3.727056, -2.761014, -0.559031], [-2.059369, -0.964055, -0.953641], [-1.292614, 0.207055, -4.657290], [-0.142680, 0.795813, -4.326793], [0.857159, 0.187830, -4.966350], [-0.181981, 2.074341, -4.693092], [0.148175, 0.672896, -2.509468], [1.360362, 1.373537, -2.214233], [0.204421, -0.754893, -2.234504], [-1.152742, 1.308231, -1.981328], [-1.337133, 2.098116, -0.635772], [-0.288023, 3.016094, -0.323327], [-1.807216, 1.224759, 0.403454], [-2.798713, 3.116805, -1.123516], [-2.510927, 3.869546, -2.182673], [-3.121637, 3.910262, -0.099178], [-3.842459, 2.334319, -1.409198]], "forces_ev_per_angstrom": [[0.0, -0.6, -0.1], [0.1, 0.1, 0.0], [-0.1, -0.1, -0.1], [-0.1, 0.0, 0.3], [0.1, 0.4, 0.0], [0.2, 0.0, 0.1], [-0.2, -0.1, -0.1], [0.1, 0.0, 0.0], [0.0, 0.0, -0.1], [0.0, 0.0, 0.0], [0.0, 0.0, 0.0], [0.0, 0.0, 0.0], [0.0, 0.0, 0.0], [-0.2, -0.1, 0.1], [0.0, 0.0, 0.0], [0.0, 0.0, 0.0], [0.0, 0.0, 0.0], [0.0, 0.0, 0.0], [0.0, 0.0, 0.0], [0.0, 0.0, 0.0], [0.0, 0.0, 0.0], [0.0, 0.0, 0.0], [0.2, 0.1, 0.0], [0.0, 0.0, 0.0], [-0.1, 0.1, 0.1], [0.0, -0.2, 0.0], [0.3, -0.2, -0.4], [0.3, 0.3, 0.0], [0.0, -0.1, 0.2], [-0.6, 0.0, -0.2], [-0.2, 0.3, -0.1], [0.1, 0.1, 0.1], [-0.1, -0.1, 0.3], [0.0, 0.0, 0.1], [-0.1, -0.1, 0.1], [0.0, -0.1, -0.2], [0.1, 0.1, 0.0]], "multiplicity": 3, "orbital_gap_ev": [7.621, 6.561], "e_homo_ev": [-9.0, -9.1], "total_charge": 0, "e_lumo_ev": [-1.3, -2.5], "relative_energy_ev": 0.0000}

# 3
{"formula": "C10H8N2", "method": "ωB97M-V/def2-TZVPD", "species": ["C", "C", "C", "C", "C", "C", "C", "C", "C", "N", "N", "C", "H", "H", "H", "H", "H", "H", "H", "H"], "xyz": [[3.410475, -0.191800, -0.065434], [2.812858, 0.823327, 0.666910], [1.383920, 0.815819, 0.610405], [0.710969, -0.195424, -0.061695], [-0.736766, -0.221929, -0.013696], [-1.535239, 0.773636, -0.691020], [-2.879431, 0.807866, -0.616320], [-3.474413, -0.226741, -0.034158], [-2.666946, -1.197561, 0.705221], [-1.390060, -1.162514, 0.670579], [1.394655, -1.209688, -0.623159], [2.682715, -1.151083, -0.698072], [4.655343, -0.338521, -0.219187], [3.476981, 1.691958, 1.352578], [0.989256, 1.615038, 1.404371], [-0.935449, 1.758070, -1.113243], [-3.389387, 1.624590, -1.368202], [-4.551373, -0.216116, -0.034957], [-3.195948, -1.886282, 1.351178], [3.237841, -1.912644, -1.222104]], "forces_ev_per_angstrom": [[5.3, 1.0, 0.2], [0.7, 1.4, 0.9], [1.6, 2.5, 3.0], [1.7, -0.1, 0.9], [-3.6, 1.5, -1.5], [5.9, 2.4, 0.4], [-0.9, 2.9, -4.1], [-0.9, -2.4, 2.4], [-3.5, 2.2, -1.4], [2.6, -0.8, 0.5], [-2.5, 0.1, -0.8], [0.7, -0.3, 0.1], [-3.6, 0.8, 0.8], [-2.2, -2.9, -2.3], [-0.1, -1.9, -2.4], [-1.5, -2.9, 0.8], [0.8, -2.1, 2.5], [-0.2, -0.6, 0.3], [0.2, -0.4, -0.1], [-0.3, -0.4, -0.2]], "orbital_gap_ev": 9.808, "e_homo_ev": -9.1, "total_charge": 0, "e_lumo_ev": 0.7, "relative_energy_ev": 2.6565}

# 4
{"formula": "C10H8N6O2", "method": "ωB97M-V/def2-TZVPD", "species": ["C", "N", "C", "N", "O", "O", "C", "N", "C", "C", "C", "C", "C", "C", "N", "C", "N", "N", "H", "H", "H", "H", "H", "H", "H", "H"], "xyz": [[0.142329, 2.501681, 1.359890], [-0.166751, 2.695177, -0.012621], [-0.461571, 3.851600, -0.694737], [-0.581263, 5.157219, -0.150230], [-0.635611, 6.112628, -0.963993], [-0.537644, 5.358009, 1.095071], [-0.620055, 3.486644, -1.938177], [-0.453525, 2.105269, -2.118118], [-0.169734, 1.667135, -0.971580], [-0.065717, 0.227180, -0.650286], [0.077430, -0.897622, -0.297032], [0.232026, -2.228952, 0.011302], [-0.739754, -2.713846, 0.855538], [-0.660929, -4.053042, 1.298458], [0.333276, -4.835629, 0.865754], [1.105729, -4.259468, -0.063612], [1.808691, -5.167750, -0.739237], [1.088617, -3.050716, -0.577728], [0.787342, 1.595724, 1.558383], [-0.748781, 2.368129, 1.976237], [0.635307, 3.476630, 1.684917], [-0.918237, 4.037714, -2.794198], [-1.376520, -2.087426, 1.309677], [-1.293635, -4.339112, 2.132987], [1.381842, -6.106879, -0.469232], [1.837138, -4.900296, -1.707433]], "forces_ev_per_angstrom": [[1.3, 0.9, 2.0], [0.2, -2.1, -0.3], [0.4, -0.4, 2.4], [0.6, 3.4, 1.1], [-0.2, -2.4, 1.4], [-0.3, -1.2, -2.6], [-0.6, -1.9, -4.2], [-0.6, 2.5, -2.3], [-0.1, -1.1, 3.4], [0.2, 3.3, -0.1], [0.8, 1.2, -1.0], [-1.3, -2.3, 0.5], [1.7, -3.1, 0.2], [1.6, 1.2, -0.2], [-1.7, 1.1, 1.6], [-1.3, -0.8, -0.8], [0.4, -2.9, 0.0], [0.8, 1.3, 0.5], [-0.5, 1.2, -0.6], [-0.1, 0.1, -0.1], [-0.4, -1.7, 0.0], [0.0, 0.7, -0.3], [-2.4, 2.2, 1.3], [-0.1, -0.6, -0.3], [1.3, 1.5, -1.1], [0.5, -0.5, -0.3]], "orbital_gap_ev": 7.993, "e_homo_ev": -9.1, "total_charge": 0, "e_lumo_ev": -1.1}

# 5
{"formula": "C10H8NO3S", "method": "ωB97M-V/def2-TZVPD", "species": ["O", "C", "O", "C", "N", "C", "C", "C", "C", "C", "C", "C", "O", "C", "S", "H", "H", "H", "H", "H", "H", "H", "H"], "xyz": [[-2.749181, -2.727989, -2.477921], [-1.984278, -1.806824, -2.541629], [-1.246293, -1.314793, -3.395021], [-1.647076, -1.000136, -1.129012], [-1.657881, -1.288785, 0.117318], [-1.058228, -0.331636, 0.998806], [0.474025, -0.630703, 1.092237], [1.055262, 0.387401, 1.965458], [1.977101, 1.298009, 1.461688], [2.132515, 1.362668, 0.020051], [1.745389, 0.423545, -0.793783], [0.927955, -0.730318, -0.375534], [0.654828, -1.742728, -1.015947], [-1.395601, 1.057920, 0.329831], [-1.214741, 0.769743, -1.474321], [-1.447577, -0.513166, 1.962204], [0.552404, -1.622741, 1.357171], [0.579482, 0.273878, 2.962075], [2.591504, 2.084159, 2.068600], [2.905685, 2.078543, -0.336900], [1.731873, 0.564018, -1.868554], [-2.324738, 1.570796, 0.545140], [-0.602429, 1.839140, 0.528043]], "forces_ev_per_angstrom": [[-1.5, -1.3, 0.0], [2.1, 1.4, 1.7], [-0.1, 0.3, -0.9], [-1.3, 0.5, 0.5], [-0.4, -1.0, -1.5], [-1.2, 0.8, -2.3], [-0.8, 1.8, -3.0], [1.8, 1.0, 0.1], [-1.0, 0.0, 2.2], [3.1, 1.2, 1.5], [-2.2, -1.5, -2.9], [0.7, -0.7, 1.0], [1.5, 1.4, 0.5], [2.5, 1.2, 0.0], [-0.8, -0.8, 0.7], [-0.7, 0.4, 1.3], [0.1, -2.1, 1.5], [1.1, 0.8, -0.2], [-1.6, -1.6, -0.9], [-1.1, -0.1, 0.1], [0.8, -0.1, -0.1], [-0.5, -0.6, 0.3], [-0.7, -0.8, 0.2]], "orbital_gap_ev": 7.178, "e_homo_ev": -4.4, "total_charge": -1, "e_lumo_ev": 2.8, "relative_energy_ev": 1.2299}

# 6
{"formula": "C10H9AlI2N3O4SY", "method": "ωB97M-V/def2-TZVPD", "species": ["I", "I", "Al", "Y", "S", "C", "C", "C", "C", "C", "C", "C", "C", "O", "O", "O", "O", "H", "H", "H", "H", "H", "H", "H", "H", "H", "N", "C", "N", "C", "N"], "xyz": [[5.372219, -0.545142, 2.002386], [2.980941, 0.838293, 2.440841], [-0.542498, 1.496933, -0.772371], [0.380134, -0.812997, 1.916703], [1.099516, -0.085536, -0.918292], [-1.778139, -0.423710, 0.942994], [-1.572735, -2.564437, 2.450063], [0.360781, -0.233992, -2.810943], [1.104260, 0.911761, -3.454189], [-1.140837, -0.060985, -2.714674], [0.729667, -1.533862, -3.499096], [-1.044137, 0.906046, 1.112659], [-1.960735, 3.158097, -1.189946], [-2.598753, -2.946540, 2.817521], [-2.847221, -0.542477, 0.352003], [-0.820973, 1.125138, 2.389487], [-2.723636, 4.038333, -1.200410], [0.799214, 1.003523, -4.494137], [2.187042, 0.717592, -3.432922], [0.916056, 1.883124, -2.970262], [-1.541691, -0.007022, -3.730733], [-1.468998, 0.923466, -2.263454], [-1.601684, -0.879423, -2.144915], [0.295995, -1.499925, -4.507752], [0.323532, -2.415226, -2.980073], [1.818079, -1.654471, -3.594864], [0.543214, -1.561159, 4.220280], [0.779544, -0.980757, 5.242249], [1.155486, -0.345125, 6.252689], [0.553351, 0.616592, 6.897885], [0.242999, 1.473887, 7.641268]], "forces_ev_per_angstrom": [[-0.8, 0.4, 0.1], [0.5, -0.4, -0.2], [1.0, -0.5, -0.3], [2.8, -3.0, 2.9], [-1.3, 0.9, 0.0], [-5.4, 0.1, -3.9], [-4.5, -1.8, 1.8], [0.6, 0.1, -0.3], [0.3, 0.1, 0.1], [0.5, -0.9, 0.3], [0.1, -0.6, 0.7], [-2.1, 3.0, 4.2], [-3.9, 5.1, 0.3], [4.5, 1.5, -1.6], [4.5, 0.1, 2.8], [0.3, -0.9, -5.3], [4.4, -5.1, -0.1], [-0.1, 0.0, -0.2], [-0.3, 0.3, 0.0], [0.0, 0.1, 0.0], [-0.4, 0.1, 0.1], [-0.3, 0.2, -0.3], [-0.1, 0.3, -0.3], [0.1, 0.0, 0.1], [0.1, 0.2, -0.3], [-0.3, 0.1, 0.0], [0.6, 1.9, 1.2], [-1.1, -1.8, -3.7], [-0.4, 1.7, 2.1], [1.5, -2.0, -0.7], [-0.6, 0.8, 0.4]], "orbital_gap_ev": [4.232, 4.479], "e_homo_ev": [-21.0, -21.0], "total_charge": 4, "e_lumo_ev": [-16.7, -16.5], "relative_energy_ev": 2.6144}

no.,energy (eV)
1,-26746.8726
2,-87773.1538
3,-13477.0256
4,-23529.5621
5,-28966.5075
6,-57801.9493